A 2-piece molecular cluster, C6H10N2O overall, computed with ωB97M-V/def2-TZVPD.

Each line ends with the Mulliken charge.
Atoms and positions in Å:
O 3.4366 0.5267 -1.9961  -0.30
N -3.8148 -0.3832 0.3620  -0.53
N -2.4320 -1.8269 2.3625  -0.53
C -3.0708 -1.4625 0.0823  -0.08
C -3.8578 -0.0357 1.6559  -0.08
C 4.0367 0.5966 -0.7179  -0.61
C 2.9005 1.7827 -2.3618  -0.61
C -2.3890 -2.1743 1.0686  -0.08
C -3.1759 -0.7476 2.6423  -0.08
H 4.8671 1.3224 -0.6980  0.27
H 3.3060 0.8766 0.0594  0.27
H 4.4375 -0.4031 -0.4802  0.22
H -3.0177 -1.7701 -0.9704  0.35
H 2.1212 2.1134 -1.6547  0.27
H 3.6823 2.5592 -2.4121  0.27
H 2.4462 1.6755 -3.3612  0.22
H -3.2292 -0.4399 3.6950  0.34
H -1.7867 -3.0553 0.8103  0.35
H -4.4602 0.8453 1.9142  0.34

SMILES string: c1cnccn1.COC
HOMO level: -9.809 eV
maximum force: 0.74 eV/A
gap between HOMO and LUMO: 10.23 eV
ΔE to the lowest compared entry with this formula, charge and spin: 37.3 kcal per mole



C22H43BiN2P3Se as an isolated structure in a non-equilibrium geometry, computed with ωB97M-V/def2-TZVPD.

Each line ends with the Mulliken charge.
Atoms and positions in Å:
Bi -0.4162 -0.0764 0.1580  2.12
Se -0.1164 -0.2920 -2.6268  -0.29
P -0.2401 2.7370 0.2927  0.52
P -3.1976 -0.1574 0.0061  0.69
P -0.0075 -2.8931 0.3416  0.73
N 0.2259 0.1558 2.9157  0.23
N -1.5875 -1.0680 3.6576  -0.07
C 2.6123 -0.1796 -3.9001  0.10
C 1.2451 0.0181 -4.0859  0.52
C 1.2914 0.9249 3.2194  -0.45
C 1.7528 -3.3467 0.5108  -1.13
C -0.2316 0.0201 5.3097  -1.01
C -4.0662 1.2421 0.7922  -1.21
C -4.0538 -1.6147 0.7008  -1.14
C 2.9687 0.0814 -6.2797  -0.46
C -3.8799 -0.1610 -1.6953  -1.33
C 4.5849 0.1961 0.3813  -0.80
C 1.6137 1.3116 4.5164  -0.84
C -0.8918 3.6093 -1.1717  -1.16
C 1.4841 3.3242 0.4208  -1.04
C -0.7808 -3.8611 1.6892  -1.24
C 3.4786 -0.1662 -4.9987  -0.70
C 0.7447 0.3621 -5.3530  -0.60
C -0.5184 -0.2925 3.9602  0.74
C 1.6075 0.3635 -6.4573  -0.69
C -0.5440 -3.7645 -1.1725  -1.26
C 0.8624 0.8242 5.5929  -0.49
C 3.7972 0.1327 -0.7073  0.15
C -1.0710 3.5111 1.7256  -1.06
H -4.9717 -0.2771 -1.6420  0.50
H 2.3911 -2.6222 -0.0140  0.11
H -1.8735 -3.7403 1.6943  0.32
H -1.0332 4.6057 1.6217  0.44
H 4.8400 -0.6933 0.9717  0.27
H -0.3875 -3.5375 2.6641  0.37
H 1.5471 4.3333 -0.0088  0.49
H 3.5986 1.0048 -1.3409  0.29
H 5.0585 1.1299 0.7104  0.29
H 2.0293 -3.3500 1.5738  0.39
H 0.9834 0.0738 -1.5399  -0.06
H -0.3094 0.6066 -5.4706  0.38
H 2.1617 2.6535 -0.1274  0.10
H -5.1512 1.1449 0.6401  0.50
H -1.6402 -3.7494 -1.2520  0.32
H -0.1978 -4.8059 -1.1287  0.47
H 1.1212 1.0627 6.6222  0.45
H -3.7237 2.1893 0.3525  0.32
H -5.0414 -1.7085 0.2277  0.51
H -3.8547 1.2487 1.8706  0.39
H 4.5432 -0.3563 -4.8526  0.42
H 3.6388 0.0562 -7.1410  0.41
H -3.4539 -0.9998 -2.2632  0.39
H -0.5470 -4.9276 1.5538  0.45
H 2.4512 1.9818 4.6839  0.49
H -0.5675 4.6579 -1.1355  0.48
H 3.0079 -0.3403 -2.8990  0.30
H 1.9254 1.2471 2.3847  0.47
H -2.1212 3.1909 1.7853  0.25
H -0.8961 -0.3797 6.0746  0.44
H -1.7936 -1.3411 2.7022  -0.40
H -3.4731 -2.5216 0.4808  0.20
H 1.8003 3.3551 1.4725  0.35
H -3.6363 0.7775 -2.2112  0.38
H -1.9895 3.5628 -1.1877  0.33
H 1.2225 0.5776 -7.4557  0.40
H -2.1344 -1.4719 4.4037  0.22
H -0.1251 -3.2655 -2.0579  0.38
H 1.9166 -4.3483 0.0881  0.47
H -4.1877 -1.5204 1.7866  0.40
H -0.5631 3.2222 2.6570  0.31
H -0.5039 3.1328 -2.0828  0.31
H 3.2734 -0.8000 -0.9539  -0.14

HOMO level: -16.470 eV
net charge: +3
maximum force: 2.53 eV/A
gap between HOMO and LUMO: 5.84 eV



C24H29Cl2N10O2S2V as an isolated structure in a non-equilibrium geometry, computed with ωB97M-V/def2-TZVPD.

Each line ends with the Mulliken spin population.
Atoms and positions in Å:
V 0.6674 1.1049 -0.0764  1.04
Cl 1.8276 -3.2785 1.3881  0.00
Cl 2.4282 -4.1613 -1.3642  0.00
S 2.5740 2.3696 1.0192  0.00
S -0.4628 -1.8411 3.2456  0.00
O 1.1264 2.0680 -1.7897  0.01
O -1.6356 2.1627 -1.4456  0.00
N 1.4408 -0.4395 4.5081  0.00
N 0.6215 0.6302 2.7175  0.00
N 3.1279 -0.2635 0.4968  0.00
N -2.2867 0.6336 -2.9998  0.00
N -0.7907 0.0744 -1.2614  -0.05
N -0.2261 -2.0813 -0.8472  0.01
N -2.8600 0.1296 0.6124  0.01
N -0.3501 0.7284 1.7194  -0.02
N 2.2689 0.0067 -0.5625  -0.01
N 4.1086 0.6335 2.3426  0.00
C 1.9356 0.1160 -2.9221  -0.01
C -3.0508 1.6647 -3.6716  0.00
C 1.6002 -0.0105 -5.3275  0.01
C -1.4944 2.2009 3.3066  -0.01
C -3.9610 0.0160 -0.1171  -0.01
C 0.8656 1.9435 -4.1156  0.01
C 2.0546 -1.6535 5.0257  0.00
C 3.0635 -3.8497 0.2818  0.00
C 2.0814 -0.5440 -4.1441  -0.01
C -4.6165 2.2619 0.2976  0.00
C 2.5864 -0.4157 -1.7358  -0.05
C -1.5648 1.0197 -1.8683  -0.04
C 1.3411 -2.1941 6.2574  0.00
C -1.4007 1.3934 2.0455  0.01
C -1.4947 -1.5913 -2.8353  0.00
C -0.8171 -1.1907 -1.6399  0.04
C -2.1956 -0.6348 -3.4802  0.00
C -4.8726 1.0396 -0.3130  0.01
C 3.2635 0.7892 1.2608  -0.01
C 0.5534 -0.4659 3.4340  0.00
C -2.6052 1.3027 1.1863  0.03
C 0.9957 1.2452 -5.2974  -0.01
C 1.2975 1.3994 -2.8804  0.02
C -3.4772 2.3926 1.0617  0.02
H -2.7356 -0.8317 -4.3961  0.00
H -3.7122 2.1489 -2.9545  0.00
H 1.3126 -1.4380 7.0441  0.00
H 3.4417 -1.0807 -1.8354  0.00
H 0.3200 -2.4614 5.9954  0.00
H -2.3796 2.4155 -4.0899  0.00
H 3.9834 1.3285 3.0572  0.00
H 0.4127 2.9271 -4.0844  0.00
H 1.8522 -3.0793 6.6442  0.00
H 2.5920 -1.5025 -4.1499  0.00
H -4.1270 -0.9597 -0.5666  0.00
H -5.2883 3.1012 0.1689  0.00
H 2.0781 -2.4207 4.2493  0.00
H -0.7833 3.0288 3.2643  0.00
H -5.7578 0.8761 -0.9139  0.00
H 4.1929 -0.3186 2.6683  0.00
H 0.1870 -1.7579 0.0216  0.00
H 0.0002 -3.0077 -1.1598  0.00
H -3.6354 1.2031 -4.4658  0.00
H -1.4470 -2.6045 -3.1997  0.00
H -2.5009 2.5836 3.4625  0.00
H 3.8334 -3.0904 0.1813  0.00
H -3.2300 3.3416 1.5170  0.00
H 3.4629 -4.7969 0.6274  0.00
H 3.0919 -1.4111 5.2833  0.00
H 1.7114 -0.5480 -6.2606  0.00
H -1.2223 1.5929 4.1693  0.00
H 2.0478 0.3638 4.4305  0.00
H 0.6318 1.6869 -6.2199  0.00

HOMO level (alpha / beta): -3.532 / -2.662 eV
net charge: -1
spin multiplicity: 2
maximum force: 1.47 eV/A
gap between HOMO and LUMO (alpha / beta): 5.94 / 5.07 eV
ΔE to the lowest compared entry with this formula, charge and spin: 13.5 kcal per mole